Entry 1:
Here is 2 unconnected molecules or ions with the total composition C4H5N4O3 at a distorted geometry from OMol25. Energies are from the ωB97M-V functional and the def2-TZVPD basis.

ORCA input file:
```
! RIJCOSX wB97M-V def2-TZVPD def2/J DEFGRID3
* xyz -1 3
C -3.498 0.596 0.398
C -0.358 -0.995 -0.509
C 2.844 1.264 0.356
C 1.167 -1.031 -0.231
N -1.108 -0.120 0.114
N -1.098 -1.713 -1.472
N -2.301 -0.343 -0.286
N -2.282 -1.309 -1.193
O -3.900 1.406 -0.352
O -3.544 0.230 1.535
O 2.895 0.180 -0.456
H 3.805 1.622 0.713
H 2.365 0.833 1.276
H 2.142 2.063 0.144
H 1.631 -1.874 -0.792
H 1.239 -0.808 0.755
*
```

**<S²>**: 2.0151
**ΔE to the lowest compared entry with this formula, charge and spin**: 0.00 kcal per mole
**HOMO-LUMO gap (alpha / beta)**: 6.96 / 6.33 eV

=====

Entry 2:
Here is 2 unconnected molecules or ions with the total composition C4H8NO from OMol25. Energies are from the ωB97M-V functional and the def2-TZVPD basis.

ORCA input file:
```
! RIJCOSX wB97M-V def2-TZVPD def2/J DEFGRID3
* xyz 1 1
O 0.413 1.539 1.360
C 0.867 1.103 2.386
H 0.953 0.033 2.618
H 1.268 1.779 3.148
C 0.032 -0.890 -1.369
C 1.356 -0.813 -1.349
C -2.028 -0.044 -0.549
N -0.757 -0.119 -0.469
H -0.536 -1.543 -2.011
H 1.922 -0.125 -0.737
H 1.872 -1.446 -2.054
H -2.557 0.583 0.156
H -2.545 -0.604 -1.319
H -0.260 0.547 0.188
*
```

**ΔE to the lowest compared entry with this formula, charge and spin**: 32.25 kcal per mole
**HOMO-LUMO gap**: 9.90 eV

=====

Entry 3:
Here is a molecular structure, C35H37HgIP2 at a distorted geometry from OMol25. Energies are from the ωB97M-V functional and the def2-TZVPD basis.

ORCA input file:
```
! RIJCOSX wB97M-V def2-TZVPD def2/J DEFGRID3
* xyz 0 1
Hg -4.807 1.649 -0.664
C -4.520 3.568 -1.698
C -3.281 4.151 -1.097
C -3.497 4.888 0.229
C -4.637 4.415 1.157
C -5.268 3.044 1.045
C -6.440 2.765 0.302
C -6.955 3.664 -0.790
C -5.810 4.387 -1.530
C -2.938 0.579 -0.618
H -4.365 3.318 -2.755
H -2.894 4.909 -1.811
H -3.700 5.956 -0.018
H -2.564 4.922 0.812
H -4.246 4.460 2.185
H -5.422 5.195 1.126
H -5.152 2.432 1.947
H -7.112 2.007 0.708
H -7.641 4.410 -0.371
H -7.546 3.062 -1.488
H -6.171 4.689 -2.525
H -5.610 5.336 -1.012
H -3.076 -0.413 -1.053
H -2.620 0.466 0.421
H -2.118 1.120 -1.128
P -1.415 3.264 -1.152
P -1.115 0.930 2.631
C -1.068 2.968 0.649
C -1.677 2.425 1.777
C 0.283 3.923 -1.383
C 0.641 5.246 -1.095
C 1.967 5.653 -1.305
C 2.926 4.746 -1.770
C 2.576 3.409 -2.010
C 1.263 2.995 -1.798
C -1.551 2.797 -3.030
C -2.400 1.791 -3.540
C -2.472 1.497 -4.907
C -1.677 2.194 -5.828
C -0.828 3.196 -5.348
C -0.835 3.540 -3.995
C -0.528 1.034 4.391
C 0.799 1.476 4.604
C 1.496 1.095 5.749
C 0.866 0.310 6.726
C -0.484 -0.031 6.583
C -1.182 0.348 5.438
C -2.739 0.169 2.842
C -2.956 -1.079 2.224
C -4.232 -1.631 2.199
C -5.298 -0.955 2.812
C -5.079 0.252 3.488
C -3.797 0.818 3.506
H -0.116 3.501 0.912
H -2.360 3.026 2.412
H -0.106 5.941 -0.707
H 2.245 6.696 -1.123
H 3.950 5.076 -1.970
H 3.320 2.694 -2.369
H 0.984 1.952 -1.973
H -3.057 1.224 -2.875
H -3.179 0.730 -5.237
H -1.737 1.980 -6.896
H -0.151 3.720 -6.021
H -0.256 4.423 -3.708
H 1.282 2.079 3.837
H 2.539 1.389 5.876
H 1.425 -0.044 7.592
H -0.988 -0.617 7.354
H -2.229 0.068 5.355
H -2.124 -1.576 1.723
H -4.395 -2.577 1.680
H -6.303 -1.373 2.754
H -5.901 0.759 4.004
H -3.616 1.748 4.045
I -6.269 -0.645 -1.490
*
```

**ΔE to the lowest compared entry with this formula, charge and spin**: 83.77 kcal per mole
**HOMO-LUMO gap (alpha / beta)**: 5.40 / 6.18 eV

=====

Entry 4:
Here is a molecular structure, C24H31Br2CaClCsF5N3O15PS2 at a distorted geometry from OMol25. Energies are from the ωB97M-V functional and the def2-TZVPD basis.

ORCA input file:
```
! RIJCOSX wB97M-V def2-TZVPD def2/J DEFGRID3
* xyz 0 1
C -4.003 1.259 0.055
C -4.021 2.360 1.245
O -3.648 3.700 0.764
C -2.210 3.751 0.944
C -1.524 5.079 0.321
N -1.324 4.958 -1.171
C -2.268 5.578 -2.137
Cl -3.744 6.543 -1.583
C -2.101 5.473 -3.688
C -0.903 4.634 -4.230
C 0.112 3.944 -3.169
C 1.348 3.117 -3.790
Br 2.589 4.357 -4.769
C 0.801 2.040 -4.900
C -0.528 1.243 -4.411
Br 2.241 0.649 -5.137
C -0.168 4.172 -1.673
C 0.868 3.512 -0.629
C 1.930 4.627 -0.069
O 3.089 4.622 -0.963
C 2.337 4.224 1.436
F 3.307 5.129 2.001
F 1.217 4.283 2.344
F 2.871 2.895 1.528
H -4.365 1.725 -0.930
H -4.541 0.285 0.332
H -2.892 0.986 -0.106
H -3.266 1.971 2.035
H -5.043 2.347 1.756
H -1.943 3.730 2.056
H -1.769 2.854 0.353
H -2.207 5.954 0.603
H -0.523 5.278 0.871
H -2.826 5.991 -4.422
H -0.742 4.496 -5.364
H 1.947 2.495 -3.044
H 0.668 2.563 -5.921
H -0.583 0.152 -4.861
H -1.456 1.866 -4.790
H -0.538 1.142 -3.263
H 0.339 3.113 0.324
H 1.449 2.627 -1.054
H 1.380 5.647 -0.111
H 2.734 4.989 -1.814
N -0.224 -1.363 2.771
S 0.398 0.080 2.956
O 0.733 0.479 4.303
O -0.076 1.122 2.076
F 1.846 -0.186 2.354
S -1.670 -1.451 3.356
O -2.157 -2.820 3.508
O -2.658 -0.522 2.874
F -1.498 -1.017 4.891
Cs -2.226 2.172 -6.430
O 4.017 -2.243 -3.792
P 3.012 -2.252 -2.634
O 3.561 -3.095 -1.479
O 1.688 -2.855 -3.118
O 2.781 -0.816 -2.151
Ca -1.658 -3.374 5.644
C 2.803 -4.990 3.919
C 3.811 -5.398 3.142
C 4.161 -6.843 3.021
O 5.073 -7.183 2.290
C 3.381 -7.807 3.805
C 2.378 -7.397 4.583
C 2.011 -5.956 4.682
O 1.071 -5.618 5.392
O 1.646 -8.283 5.320
O 4.554 -4.512 2.431
H 2.537 -3.946 4.014
H 3.656 -8.850 3.723
H 0.984 -7.743 5.793
H 5.214 -5.050 1.951
C -1.541 -5.000 -1.675
C -1.142 -4.454 -0.330
O -0.437 -5.083 0.446
N -1.593 -3.215 0.014
C -2.428 -2.317 -0.749
H -1.107 -5.991 -1.806
H -2.628 -5.086 -1.737
H -1.165 -4.350 -2.469
H -1.286 -2.914 0.925
H -1.876 -1.385 -0.896
H -3.331 -2.112 -0.168
H -2.705 -2.730 -1.716
*
```

**HOMO-LUMO gap**: 1.15 eV

=====

Entry 5:
Here is a molecular structure, C16H14BCl5EuN6 at a distorted geometry from OMol25. Energies are from the ωB97M-V functional and the def2-TZVPD basis.

ORCA input file:
```
! RIJCOSX wB97M-V def2-TZVPD def2/J DEFGRID3
* xyz 0 8
H 2.606 -0.551 1.639
N 1.812 -0.429 -0.322
B 1.500 -0.572 -2.821
N 2.305 -0.881 -1.531
C 3.487 -1.464 -1.366
Eu -0.681 1.443 -0.207
H 4.039 -1.843 -2.238
C 3.818 -1.466 -0.020
H 4.671 -1.884 0.449
C 2.723 -0.782 0.610
H 2.054 -0.995 -3.784
C -2.394 2.305 -0.344
H -3.002 1.577 0.346
H -2.359 1.793 -1.322
H -2.728 3.379 -0.427
N 1.322 0.979 -2.870
N 0.112 -1.287 -2.662
N 0.623 1.706 -1.806
N -0.787 -0.832 -1.700
C 1.581 1.829 -3.860
C -0.472 -2.236 -3.409
H 2.028 1.481 -4.743
H 0.055 -2.639 -4.270
C 1.182 3.109 -3.524
C -1.747 -2.497 -2.898
C 0.631 3.006 -2.262
C -1.894 -1.600 -1.816
H 1.273 3.970 -4.157
H -2.466 -3.209 -3.245
H 0.162 3.787 -1.627
H -2.724 -1.459 -1.124
H 0.383 3.135 0.328
Cl -3.338 -0.912 1.573
C -2.267 -0.260 2.762
C -1.108 0.305 2.310
C -0.293 0.951 3.180
Cl 1.078 1.771 2.529
C -0.605 1.029 4.572
Cl 0.405 1.926 5.617
C -1.796 0.462 5.067
Cl -2.222 0.604 6.723
C -2.623 -0.210 4.143
Cl -4.121 -0.837 4.663
*
```

**<S²>**: 15.7845
**ΔE to the lowest compared entry with this formula, charge and spin**: 203.85 kcal per mole
**HOMO-LUMO gap (alpha / beta)**: 7.58 / 4.53 eV

=====

Entry 6:
Here is a molecular structure, C3H6O3 at a distorted geometry from OMol25. Energies are from the ωB97M-V functional and the def2-TZVPD basis.

ORCA input file:
```
! RIJCOSX wB97M-V def2-TZVPD def2/J DEFGRID3
* xyz 0 1
C 0.383 -1.967 -0.556
C 0.527 -0.592 -0.098
C -0.951 1.620 0.219
O 0.367 -1.588 0.807
O 1.478 0.329 -0.233
O -1.094 0.237 0.046
H -0.636 -2.170 -0.997
H 1.196 -2.570 -0.804
H -0.118 1.852 1.019
H -1.958 1.862 0.733
H -0.729 2.194 -0.730
H 1.535 0.792 0.592
*
```

**ΔE to the lowest compared entry with this formula, charge and spin**: 99.38 kcal per mole
**HOMO-LUMO gap**: 10.14 eV

=====

Entry 7:
Here is 2 unconnected molecules or ions with the total composition C3H9NS2 at a distorted geometry from OMol25. Energies are from the ωB97M-V functional and the def2-TZVPD basis.

ORCA input file:
```
! RIJCOSX wB97M-V def2-TZVPD def2/J DEFGRID3
* xyz 0 1
C 0.695 -0.624 -1.966
C 0.456 -0.653 -0.431
C -0.436 -1.778 -0.004
N -1.141 2.137 0.922
S -0.177 -3.355 -0.417
S -0.067 2.639 1.914
H -0.245 -0.833 -2.593
H 1.369 -1.491 -2.304
H 1.065 0.371 -2.086
H -0.064 0.299 -0.172
H 1.464 -0.836 -0.085
H -1.314 -1.588 0.681
H -1.829 1.541 1.222
H -0.340 2.707 3.311
H 0.565 1.465 2.010
*
```

**ΔE to the lowest compared entry with this formula, charge and spin**: 98.05 kcal per mole
**HOMO-LUMO gap**: 8.41 eV

=====

Entry 8:
Here is C19H28N2O4S in the gas phase at a distorted geometry from OMol25. Energies are from the ωB97M-V functional and the def2-TZVPD basis.

ORCA input file:
```
! RIJCOSX wB97M-V def2-TZVPD def2/J DEFGRID3
* xyz 0 1
C 5.149 -0.621 -3.670
C 3.695 -1.028 -3.874
C 3.517 -2.527 -4.112
C 3.804 -3.386 -2.871
C 2.845 -3.077 -1.760
C 1.536 -3.549 -1.819
C 0.628 -3.241 -0.823
C 1.033 -2.456 0.239
S -0.167 -2.052 1.497
O 0.487 -1.317 2.548
O -0.910 -3.223 1.852
N -1.193 -1.062 0.594
C -0.694 0.284 0.423
C -1.004 1.163 1.646
N -2.422 1.119 1.919
C -3.341 2.097 1.717
O -4.529 1.896 1.865
C -2.800 3.493 1.367
C -2.293 4.190 2.640
C -3.606 4.707 3.234
C -4.504 4.903 1.999
O -3.828 4.327 0.890
C -2.882 -0.234 2.179
C -2.595 -1.112 0.960
C 2.326 -1.980 0.324
C 3.229 -2.292 -0.678
H 5.227 0.459 -3.570
H 5.753 -0.929 -4.521
H 5.564 -1.073 -2.774
H 3.301 -0.494 -4.743
H 3.103 -0.727 -3.006
H 2.490 -2.713 -4.434
H 4.183 -2.843 -4.918
H 4.829 -3.220 -2.539
H 3.706 -4.437 -3.151
H 1.232 -4.168 -2.651
H -0.387 -3.603 -0.845
H -1.163 0.707 -0.472
H 0.384 0.219 0.268
H -0.471 0.745 2.507
H -0.661 2.181 1.477
H -2.062 3.433 0.563
H -1.763 3.518 3.310
H -1.640 5.020 2.367
H -3.473 5.631 3.792
H -4.039 3.956 3.894
H -5.474 4.414 2.132
H -4.665 5.959 1.761
H -2.346 -0.632 3.046
H -3.952 -0.192 2.385
H -3.183 -0.770 0.102
H -2.830 -2.154 1.175
H 2.608 -1.382 1.177
H 4.243 -1.925 -0.616
*
```

**ΔE to the lowest compared entry with this formula, charge and spin**: 42.48 kcal per mole
**Structure (SMILES)**: CCCCc1ccc(S(=O)(=O)N2CCN(C(=O)[C@@H]3CCCO3)CC2)cc1
**HOMO-LUMO gap**: 9.37 eV